No. 1
ORCA calculation (the ωB97M-V functional and the def2-TZVPD basis) on C3H4N4 as an isolated structure.

As for the total energy: -9132.303 eV. The energy above the lowest of the compared OMol25 structures with the same formula, charge and spin comes out at 439.5 kJ/mol. The HOMO-LUMO gap (spin up / spin down) comes out at 8.462 / 8.462 eV. The calculation puts the HOMO energy (spin up / spin down) at -8.46 / -8.46 eV. The calculation puts the LUMO energy (spin up / spin down) at 0.00004 / 0.00002 Eh.

```
! RIJCOSX wB97M-V def2-TZVPD def2/J DEFGRID3
* xyz 0 1
N -1.176 -1.451 -0.030
C -0.416 -0.405 -0.434
C 0.968 -0.418 -0.742
N 1.257 0.265 0.344
C 0.731 1.525 0.693
N -0.402 1.818 0.069
N -0.995 0.835 -0.519
H -0.690 -2.325 0.109
H -1.815 -1.223 0.722
H 1.644 -0.605 -1.605
H 0.957 2.067 1.619
*
```

***

No. 2
ORCA calculation (the ωB97M-V functional and the def2-TZVPD basis) on one molecule with the formula C20H33ClN2O4.

As for the total energy: -44968.211 eV. The energy above the lowest of the compared OMol25 structures with the same formula, charge and spin comes out at 27.7 kJ/mol. The HOMO-LUMO gap comes out at 9.828 eV. The calculation puts the HOMO energy at -9.29 eV. The calculation puts the LUMO energy at 0.01966 Eh. The structure (SMILES) is CN(CC1(O)CN(C(=O)C[C@@H]2C[C@@H](O)C2(C)C)C1)C(=O)C1(Cl)CCCCC1.

```
! RIJCOSX wB97M-V def2-TZVPD def2/J DEFGRID3
* xyz 0 1
C -3.392 -2.800 -2.488
N -2.354 -2.414 -1.529
C -1.036 -2.289 -2.129
C -0.797 -0.967 -2.858
O -1.088 -1.198 -4.228
C -1.472 0.311 -2.298
N -0.152 0.907 -2.182
C 0.182 2.169 -1.828
O -0.674 3.015 -1.629
C 1.661 2.413 -1.609
C 2.043 1.828 -0.254
C 1.362 2.409 1.001
C 2.689 2.270 1.756
O 2.647 1.081 2.527
C 3.429 2.136 0.386
C 4.465 1.034 0.271
C 4.001 3.483 -0.031
C 0.579 -0.273 -2.629
C -2.730 -2.280 -0.227
O -3.860 -2.581 0.127
C -1.883 -1.697 0.940
Cl -0.192 -1.116 0.562
C -1.734 -2.807 1.993
C -1.163 -2.309 3.316
C -1.976 -1.138 3.862
C -2.051 -0.005 2.843
C -2.633 -0.486 1.518
H -4.342 -2.875 -1.974
H -3.447 -2.058 -3.285
H -3.135 -3.762 -2.935
H -0.270 -2.461 -1.387
H -0.952 -3.077 -2.880
H -1.021 -0.366 -4.709
H -2.160 0.804 -2.988
H -1.963 0.182 -1.334
H 2.257 1.969 -2.412
H 1.809 3.491 -1.623
H 1.904 0.745 -0.263
H 1.062 3.449 0.861
H 0.529 1.850 1.423
H 3.001 3.124 2.367
H 3.527 0.903 2.874
H 5.347 1.249 0.881
H 4.053 0.075 0.584
H 4.804 0.941 -0.764
H 4.870 3.728 0.584
H 4.322 3.472 -1.075
H 3.274 4.289 0.087
H 1.195 -0.746 -1.861
H 1.165 -0.143 -3.541
H -2.738 -3.208 2.146
H -1.117 -3.607 1.578
H -1.166 -3.138 4.027
H -0.122 -2.004 3.186
H -2.988 -1.480 4.104
H -1.531 -0.776 4.791
H -2.682 0.802 3.220
H -1.054 0.415 2.692
H -2.636 0.324 0.784
H -3.665 -0.809 1.656
*
```

***

No. 3
ORCA calculation (the ωB97M-V functional and the def2-TZVPD basis) on C28H38EuIN3OPS2 as an isolated structure.

As for the total energy: -94561.685 eV. The expectation value of S² is 15.760. The energy above the lowest of the compared OMol25 structures with the same formula, charge and spin comes out at 125.1 kJ/mol. The HOMO-LUMO gap (spin up / spin down) comes out at 4.976 / 5.622 eV. The calculation puts the HOMO energy (spin up / spin down) at -2.85 / -3.49 eV. The calculation puts the LUMO energy (spin up / spin down) at 0.07818 / 0.07816 Eh.

```
! RIJCOSX wB97M-V def2-TZVPD def2/J DEFGRID3
* xyz -1 8
Eu -0.895 -1.551 0.662
C -3.001 0.184 3.373
C -2.820 1.127 2.221
C -1.567 1.859 2.624
C -1.087 1.378 3.783
C -1.996 0.307 4.257
H -3.828 -0.515 3.427
H -3.665 1.857 2.215
H -1.128 2.664 2.041
H -0.188 1.711 4.298
H -1.864 -0.266 5.174
C 0.998 -1.405 4.219
C 1.940 -1.610 3.074
N 1.630 -1.489 1.823
C 2.690 -1.860 1.006
C 3.819 -2.210 1.655
S 3.553 -2.138 3.333
C 2.493 -2.018 -0.455
C 3.463 -2.335 -1.337
S 2.782 -2.550 -2.888
C 1.208 -2.211 -2.262
N 1.215 -1.940 -0.996
C -0.003 -2.215 -3.153
H 0.995 -0.365 4.549
H 1.268 -2.042 5.061
H -0.001 -1.671 3.907
H 4.756 -2.564 1.240
H 4.526 -2.446 -1.157
H -0.004 -3.105 -3.787
H -0.007 -1.334 -3.803
H -0.908 -2.230 -2.546
C -3.033 0.467 -1.617
C -3.244 1.213 -0.298
C -4.746 1.531 -0.204
C -2.479 2.533 -0.383
C -2.737 0.324 0.880
H -3.351 1.086 -2.477
H -3.595 -0.471 -1.644
H -1.982 0.214 -1.756
H -5.101 2.109 -1.079
H -4.984 2.123 0.688
H -5.318 0.599 -0.161
H -2.751 3.094 -1.294
H -1.403 2.337 -0.411
H -2.685 3.184 0.480
H -3.509 -0.435 0.979
N -4.163 -3.307 -1.367
C -3.231 -3.007 -0.337
O -2.068 -2.620 -0.784
C -3.600 -3.072 0.966
I -0.077 -4.391 1.533
H -3.679 -3.647 -2.181
H -4.894 -3.936 -1.076
H -4.597 -3.407 1.252
H -2.918 -2.844 1.769
C 0.877 1.931 -2.480
P 1.747 1.336 -0.968
C 1.482 2.770 0.141
C 3.479 1.647 -1.523
C 4.008 0.811 -2.513
C 5.310 0.964 -2.972
C 6.130 1.956 -2.434
C 5.630 2.779 -1.434
C 4.318 2.621 -0.981
H 1.183 1.317 -3.331
H 1.119 2.977 -2.692
H -0.205 1.824 -2.355
H 1.699 3.726 -0.347
H 2.103 2.662 1.034
H 0.444 2.761 0.468
H 3.391 0.015 -2.924
H 5.690 0.301 -3.743
H 7.150 2.079 -2.789
H 6.260 3.552 -1.000
H 3.956 3.274 -0.195
*
```

***

No. 4
ORCA calculation (the ωB97M-V functional and the def2-TZVPD basis) on a 11-piece molecular cluster, C14H51N21O11 overall.

As for the total energy: -69164.822 eV. The energy above the lowest of the compared OMol25 structures with the same formula, charge and spin comes out at 647.3 kJ/mol. The HOMO-LUMO gap comes out at 8.662 eV. The calculation puts the HOMO energy at -8.77 eV. The calculation puts the LUMO energy at -0.00381 Eh. The structure (SMILES) is COC[C@H](C)N.NC(N)=O.NC(N)=O.NC(N)=O.NC(N)=O.NC(N)=O.NC(N)=O.NC(N)=O.NC(N)=O.NC(N)=O.NC(N)=O.

```
! RIJCOSX wB97M-V def2-TZVPD def2/J DEFGRID3
* xyz 0 1
C -15.269 4.330 -0.901
O -16.182 3.756 -1.869
C -15.610 3.296 -3.059
C -16.721 2.356 -3.787
C -16.293 2.129 -5.319
N -17.943 2.993 -3.878
H -14.447 3.615 -0.906
H -15.632 4.477 0.117
H -15.004 5.337 -1.222
H -15.497 4.163 -3.710
H -14.677 2.739 -3.145
H -16.926 1.437 -3.238
H -15.431 1.542 -5.637
H -16.226 3.034 -5.923
H -17.006 1.478 -5.825
H -17.794 3.765 -4.513
H -17.956 3.411 -2.958
N -15.466 -0.486 -8.091
C -14.911 -0.901 -9.189
N -14.151 -0.010 -9.786
O -15.060 -2.013 -9.615
H -15.426 0.417 -7.640
H -16.145 -1.176 -7.801
H -13.910 -0.345 -10.707
H -13.983 0.945 -9.503
N -12.229 1.401 -7.447
C -11.182 1.730 -6.727
N -10.168 0.947 -6.896
O -11.148 2.638 -5.985
H -13.053 1.980 -7.373
H -12.120 0.788 -8.243
H -10.509 0.090 -7.307
H -9.297 1.175 -6.438
N -18.239 -1.232 -4.822
C -18.429 -1.637 -6.051
N -19.508 -2.245 -6.238
O -17.583 -1.510 -6.901
H -17.357 -0.884 -4.474
H -19.003 -1.036 -4.192
H -19.756 -2.516 -7.179
H -19.859 -2.806 -5.475
N -15.711 2.775 -10.093
C -15.157 3.231 -9.004
N -15.227 4.524 -9.057
O -14.647 2.482 -8.188
H -16.241 3.393 -10.690
H -15.675 1.774 -10.219
H -15.608 4.996 -9.865
H -15.142 5.103 -8.234
N -17.178 -4.295 -8.434
C -18.278 -4.860 -8.891
N -18.026 -5.928 -9.620
O -19.425 -4.537 -8.509
H -17.291 -3.552 -7.759
H -16.292 -4.774 -8.514
H -17.071 -6.102 -9.900
H -18.704 -6.370 -10.224
N -17.682 -1.897 -10.794
C -17.461 -2.521 -11.896
N -16.243 -3.034 -11.975
O -18.244 -2.450 -12.839
H -18.626 -1.559 -10.671
H -16.914 -1.693 -10.170
H -15.664 -2.870 -11.164
H -15.901 -3.381 -12.859
N -11.244 3.713 -9.985
C -10.243 3.281 -10.673
N -9.381 4.205 -10.822
O -10.116 2.169 -11.269
H -10.911 4.472 -9.407
H -11.948 3.016 -9.789
H -8.640 4.135 -11.504
H -9.560 5.065 -10.322
N -11.103 -0.931 -9.874
C -11.186 -1.743 -8.863
N -11.875 -2.810 -9.158
O -10.664 -1.529 -7.843
H -10.299 -0.329 -9.776
H -11.594 -1.212 -10.711
H -11.861 -3.470 -8.393
H -12.578 -2.726 -9.878
N -12.316 1.599 -13.240
C -13.029 0.528 -13.286
N -13.738 0.445 -14.376
O -12.848 -0.345 -12.463
H -11.643 1.589 -12.488
H -12.051 2.332 -13.883
H -13.982 -0.467 -14.734
H -13.773 1.321 -14.878
N -14.797 -1.187 -4.653
C -13.544 -1.572 -4.733
N -13.224 -1.549 -6.002
O -12.771 -1.951 -3.852
H -15.340 -0.961 -5.474
H -15.189 -1.238 -3.724
H -12.489 -2.222 -6.168
H -13.574 -1.146 -6.860
*
```